Version P
DFT (ωB97M-V/def2-TZVPD) results for an isolated molecule of C4H4N2O.

## Properties
Kohn-Sham gap: 11.93 eV
LUMO: 0.466 eV
SMILES: N#CCOCC#N

Geometry as ORCA input:
```
! RIJCOSX wB97M-V def2-TZVPD def2/J DEFGRID3
* xyz 0 1
N 2.749 0.116 1.292
C 1.946 0.140 0.461
C 0.967 0.224 -0.644
O 0.067 -0.857 -0.675
C -1.204 -0.741 -0.061
C -1.484 0.553 0.589
N -1.720 1.568 1.091
H 1.519 0.192 -1.587
H 0.464 1.196 -0.571
H -1.970 -0.894 -0.832
H -1.316 -1.534 0.690
*
```

Version Q
DFT (ωB97M-V/def2-TZVPD) results for an isolated molecule of C4H4N2O.

## Properties
Kohn-Sham gap: 9.76 eV
LUMO: 0.389 eV
SMILES: O=c1cc[nH]cn1

Geometry as ORCA input:
```
! RIJCOSX wB97M-V def2-TZVPD def2/J DEFGRID3
* xyz 0 1
O 2.284 -1.314 0.477
C 1.259 -0.808 0.070
C 1.103 0.645 -0.112
C -0.122 1.169 0.068
N -1.203 0.312 0.164
C -1.021 -1.005 -0.163
N 0.120 -1.580 -0.247
H 1.995 1.238 -0.274
H -0.350 2.228 0.138
H -2.136 0.668 0.286
H -1.929 -1.554 -0.407
*
```

Version R
DFT (ωB97M-V/def2-TZVPD) results for an isolated molecule of C4H4N2O.

## Properties
Kohn-Sham gap: 7.59 eV
LUMO: 0.190 eV
SMILES: NC1=C=NC=CO1

Geometry as ORCA input:
```
! RIJCOSX wB97M-V def2-TZVPD def2/J DEFGRID3
* xyz 0 1
N 2.139 -0.074 0.049
C 0.819 -0.097 -0.028
C 0.236 -1.454 -0.131
N -1.085 -1.449 -0.103
C -1.778 -0.252 0.002
C -1.203 0.957 0.001
O 0.181 1.054 -0.036
H 2.728 0.739 0.141
H 2.505 -1.019 0.025
H -2.861 -0.330 0.059
H -1.681 1.926 0.021
*
```

It comes down to version Q, which is 0.0563 hartree more stable than the next structure.

Version P
DFT (ωB97M-V/def2-TZVPD) results for an isolated molecule of C3H5N3.

## Properties
Kohn-Sham gap (spin up / spin down): 7.49 / 7.50 eV
LUMO (spin up / spin down): -0.009 / 0.000 eV

Geometry as ORCA input:
```
! RIJCOSX wB97M-V def2-TZVPD def2/J DEFGRID3
* xyz 0 1
C 0.497 -0.025 1.508
N 0.158 0.151 0.258
C -0.591 -0.869 -0.517
N -0.511 -0.432 -1.894
N -0.069 0.762 -1.878
C 0.279 1.176 -0.628
H 0.430 -1.024 1.915
H -0.224 -1.880 -0.330
H 0.832 0.809 2.108
H -1.633 -0.776 -0.190
H 0.772 2.110 -0.411
*
```

Version Q
DFT (ωB97M-V/def2-TZVPD) results for an isolated molecule of C3H5N3.

## Properties
Kohn-Sham gap: 10.62 eV
LUMO: 1.101 eV
SMILES: Cn1nccn1

Geometry as ORCA input:
```
! RIJCOSX wB97M-V def2-TZVPD def2/J DEFGRID3
* xyz 0 1
C 1.210 -0.486 -1.160
N 0.177 -0.123 -0.226
N -1.114 -0.375 -0.369
C -1.675 0.112 0.735
C -0.617 0.640 1.572
N 0.515 0.383 0.909
H 1.421 -1.547 -1.045
H 2.105 0.096 -0.918
H 0.885 -0.269 -2.175
H -2.754 -0.014 0.847
H -0.153 1.583 1.831
*
```

It comes down to version Q, which is 0.0220 hartree more stable than the next structure.

Version P
DFT (ωB97M-V/def2-TZVPD) results for an isolated molecule of C3H5N3.

## Properties
Kohn-Sham gap: 9.68 eV
LUMO: 0.643 eV

Geometry as ORCA input:
```
! RIJCOSX wB97M-V def2-TZVPD def2/J DEFGRID3
* xyz 0 1
N 1.950 0.247 -0.014
C 0.596 0.062 -0.416
C -0.329 1.249 -0.327
N -1.440 0.625 0.071
C -1.261 -0.765 0.316
N -0.080 -1.154 0.081
H 2.427 -0.641 0.054
H 1.984 0.665 0.897
H 0.560 0.001 -1.519
H -2.325 1.096 0.188
H -2.081 -1.385 0.668
*
```

Version Q
DFT (ωB97M-V/def2-TZVPD) results for an isolated molecule of C3H5N3.

## Properties
Kohn-Sham gap: 10.70 eV
LUMO: 0.864 eV
SMILES: C=NCC1=NN1

Geometry as ORCA input:
```
! RIJCOSX wB97M-V def2-TZVPD def2/J DEFGRID3
* xyz 0 1
C 1.816 -0.544 -0.082
N 0.839 -1.352 -0.089
C -0.505 -0.823 -0.030
C -0.669 0.638 -0.095
N -0.101 1.742 -0.014
N -1.722 1.533 -0.275
H 2.822 -0.958 -0.142
H 1.726 0.542 -0.020
H -0.989 -1.182 0.890
H -1.096 -1.233 -0.856
H -2.243 1.578 0.616
*
```

Version R
DFT (ωB97M-V/def2-TZVPD) results for an isolated molecule of C3H5N3.

## Properties
Kohn-Sham gap: 9.34 eV
LUMO: 1.083 eV
SMILES: Nc1cn[nH]c1

Geometry as ORCA input:
```
! RIJCOSX wB97M-V def2-TZVPD def2/J DEFGRID3
* xyz 0 1
N -1.789 -0.553 0.209
C -0.451 -0.121 0.130
C 0.073 1.163 0.393
N 1.379 1.220 0.164
N 1.701 -0.009 -0.232
C 0.644 -0.863 -0.250
H -2.410 0.218 0.416
H -2.096 -0.962 -0.665
H -0.445 2.023 0.798
H 2.648 -0.203 -0.510
H 0.752 -1.918 -0.440
*
```

Version S
DFT (ωB97M-V/def2-TZVPD) results for a cluster of 2 separate species, C3H5N3 in total.

## Properties
Kohn-Sham gap: 9.12 eV
LUMO: 0.590 eV

Geometry as ORCA input:
```
! RIJCOSX wB97M-V def2-TZVPD def2/J DEFGRID3
* xyz 0 1
C 0.811 1.140 -1.335
C -0.049 0.539 -0.296
N -0.319 0.631 0.857
N -0.814 0.672 1.995
N -0.931 -2.300 1.467
C -0.792 -2.280 0.321
H 1.522 0.394 -1.705
H 0.183 1.432 -2.181
H 1.360 2.016 -0.976
H -0.317 0.004 2.589
H -0.653 -2.248 -0.737
*
```

It comes down to version R, which is 0.0615 hartree more stable than the next structure.

Version P
DFT (ωB97M-V/def2-TZVPD) results for a structure of composition C3H5N3.

## Properties
Kohn-Sham gap: 10.21 eV
LUMO: 0.932 eV

Geometry as ORCA input:
```
! RIJCOSX wB97M-V def2-TZVPD def2/J DEFGRID3
* xyz 0 1
C -0.456 1.072 -0.068
C -1.641 0.459 0.001
C -0.316 -1.091 -0.203
H 1.882 -0.442 0.800
H 2.045 -0.415 -0.775
H -0.115 2.100 -0.038
H -2.344 1.204 0.048
H 0.222 -2.046 0.186
N 1.818 0.098 0.059
N 0.439 -0.018 -0.078
N -1.535 -0.921 0.069
*
```

Version Q
DFT (ωB97M-V/def2-TZVPD) results for an isolated molecule of C3H5N3.

## Properties
Kohn-Sham gap: 10.67 eV
LUMO: 0.914 eV
SMILES: C=NCC1=NN1

Geometry as ORCA input:
```
! RIJCOSX wB97M-V def2-TZVPD def2/J DEFGRID3
* xyz 0 1
C -0.705 0.718 1.659
N -0.708 1.336 0.554
C -0.156 0.709 -0.629
C 0.371 -0.677 -0.532
N 0.802 -1.587 0.196
N 0.587 -1.790 -1.377
H -1.139 1.223 2.523
H -0.303 -0.288 1.816
H 0.653 1.348 -1.007
H -0.921 0.705 -1.414
H 1.520 -1.695 -1.792
*
```

It comes down to version P, which is 0.0304 hartree more stable than the next structure.

Version P
DFT (ωB97M-V/def2-TZVPD) results for an isolated molecule of C3H5N3.

## Properties
Kohn-Sham gap: 10.42 eV
LUMO: 0.603 eV
SMILES: C/N=C(\N)C#N

Geometry as ORCA input:
```
! RIJCOSX wB97M-V def2-TZVPD def2/J DEFGRID3
* xyz 0 1
C 1.696 -0.454 0.164
N 0.318 -0.818 -0.038
C -0.693 -0.060 -0.104
N -0.878 1.301 0.050
C -1.894 -0.790 -0.523
N -2.763 -1.450 -0.903
H 2.277 -1.358 -0.041
H 2.037 0.326 -0.530
H 1.932 -0.145 1.191
H -0.200 1.826 0.582
H -1.831 1.623 0.152
*
```

Version Q
DFT (ωB97M-V/def2-TZVPD) results for an isolated molecule of C3H5N3.

## Properties
Kohn-Sham gap: 10.59 eV
LUMO: 0.939 eV
SMILES: Cc1nc[nH]n1

Geometry as ORCA input:
```
! RIJCOSX wB97M-V def2-TZVPD def2/J DEFGRID3
* xyz 0 1
C -0.270 -1.412 1.226
C -0.137 -0.193 0.297
N -0.172 -0.461 -1.059
C 0.205 0.706 -1.536
N 0.386 1.618 -0.608
N 0.126 1.100 0.596
H 0.901 -1.990 1.419
H -0.728 -0.948 2.303
H -1.102 -2.092 0.581
H 0.279 1.071 -2.580
H 0.514 2.601 -0.640
*
```

It comes down to version P, which is 0.0301 hartree more stable than the next structure.

Version P
DFT (ωB97M-V/def2-TZVPD) results for a cluster of 2 separate species, C5H11NO3 in total.

## Properties
Kohn-Sham gap: 9.18 eV
LUMO: 0.761 eV
SMILES: CNC(C)=O.CC(=O)O

Geometry as ORCA input:
```
! RIJCOSX wB97M-V def2-TZVPD def2/J DEFGRID3
* xyz 0 1
C -0.230 0.129 1.990
N -1.406 0.326 0.989
C -1.598 -0.336 -0.210
C -2.914 0.154 -0.968
O -0.913 -1.107 -0.777
H 0.419 -0.245 1.233
H 0.074 1.157 2.336
H -0.546 -0.736 2.623
H -2.397 0.711 1.435
H -3.089 1.316 -0.840
H -3.931 -0.487 -1.002
H -2.561 -0.087 -2.111
C 2.650 0.597 -1.283
C 1.945 -0.344 -0.290
O 0.799 -0.577 -0.182
O 2.792 -1.046 0.602
H 1.914 0.784 -2.185
H 3.214 1.413 -0.951
H 3.487 -0.094 -1.634
H 2.290 -1.528 1.226
*
```

Version Q
DFT (ωB97M-V/def2-TZVPD) results for an isolated molecule of C5H11NO3.

## Properties
Kohn-Sham gap: 10.19 eV
LUMO: 0.755 eV
SMILES: C=C(C)CNC(O)(O)O

Geometry as ORCA input:
```
! RIJCOSX wB97M-V def2-TZVPD def2/J DEFGRID3
* xyz 0 1
C -1.430 0.450 -0.935
C -0.268 1.060 -0.749
C -0.082 2.530 -0.982
C 0.993 0.348 -0.309
N 0.922 -1.086 -0.095
C 0.167 -1.612 1.059
O 1.071 -2.451 1.663
O -0.198 -0.612 1.948
O -0.921 -2.354 0.617
H -1.546 -0.621 -0.877
H -2.336 1.012 -1.100
H -1.015 3.000 -1.286
H 0.272 3.019 -0.071
H 0.666 2.700 -1.759
H 1.349 0.798 0.622
H 1.764 0.506 -1.071
H 0.614 -1.571 -0.930
H 1.910 -1.881 1.493
H -0.932 -0.116 1.562
H -1.000 -3.119 1.200
*
```

Version R
DFT (ωB97M-V/def2-TZVPD) results for a cluster of 3 separate species, C5H11NO3 in total.

## Properties
Kohn-Sham gap: 9.13 eV
LUMO: -0.415 eV
SMILES: COC(C)=O.C=C.N=O

Geometry as ORCA input:
```
! RIJCOSX wB97M-V def2-TZVPD def2/J DEFGRID3
* xyz 0 1
C -0.553 -1.770 0.124
O 0.571 -1.126 0.710
C 1.449 -0.495 -0.138
C 2.818 -0.435 0.477
O 1.173 -0.243 -1.296
H -0.318 -2.809 -0.109
H -0.845 -1.254 -0.791
H -1.346 -1.757 0.871
H 2.742 -0.399 1.558
H 3.353 0.438 0.112
H 3.370 -1.323 0.174
C -1.965 1.265 0.296
C -2.845 0.628 -0.446
H -1.866 1.140 1.362
H -1.309 2.052 -0.143
H -2.912 0.775 -1.512
H -3.527 -0.095 -0.028
N 0.463 2.187 -0.446
O 1.058 1.699 0.500
H 0.490 1.520 -1.277
*
```

It comes down to version Q, which is 0.1304 hartree more stable than the next structure.